1.
Below is 2 unconnected molecules or ions with the total composition H4NS, with properties calculated with ωB97M-V with the def2-TZVPD basis set.

As for the expectation value of S²: 0.75. For the HOMO energy (alpha / beta), the calculation gives -10.1 / -9.8 eV. For the orbital gap (alpha / beta), the calculation gives 11.024 / 7.193 eV. Its multiplicity is 2. The total energy is -12388.7707 eV. As for the relative energy (zero: lowest compared OMol25 entry of this formula, charge and spin): 0.0 kcal/mol.

Element x y z (Å)
N 0.75341 -1.01389 0.10031
H 0.94984 -0.58051 -0.79941
H 1.37220 -0.60546 0.79191
H -0.18749 -0.73187 0.35818
S -1.49921 1.55522 0.43707
H -1.38875 1.37651 -0.88805

Cartesian forces (eV/Å) of the 3 atoms listed first:
-0.135 0.203 -0.094
0.084 -0.078 0.209
0.072 0.006 -0.110

2.
Below is a molecular structure, C5H7N, with properties calculated with ωB97M-V with the def2-TZVPD basis set.

For the HOMO energy, the calculation gives -7.7 eV. For the orbital gap, the calculation gives 8.638 eV. Its multiplicity is 1. The total energy is -6784.3020 eV. As for the relative energy (zero: lowest compared OMol25 entry of this formula, charge and spin): 97.1 kcal/mol.

Element x y z (Å)
C 1.93055 0.08487 -0.12095
C 0.52524 0.27423 -0.27246
C -0.07293 -1.00839 -0.06676
N -1.39902 -0.72853 0.35823
C -1.62000 0.60948 0.19218
C -0.49645 1.26493 -0.25801
H 1.25889 -1.33091 0.22572
H 2.65900 0.67000 -0.69012
H 2.25456 -0.09256 0.90184
H -0.02929 -1.70293 -0.90758
H -2.13128 -1.40734 0.48289
H -2.56879 1.04120 0.49064
H -0.39213 2.33751 -0.34962

Cartesian forces (eV/Å) of the 3 atoms listed first:
0.144 0.249 -0.053
-0.006 -0.203 0.064
-0.125 0.097 -0.161

3.
Below is a molecular structure, C14H47CuF2N3O13S2 at a distorted geometry, with properties calculated with ωB97M-V with the def2-TZVPD basis set.

As for the expectation value of S²: 0.76. For the HOMO energy (alpha / beta), the calculation gives -9.5 / -9.5 eV. For the orbital gap (alpha / beta), the calculation gives 9.243 / 7.633 eV. Its multiplicity is 2. The total energy is -118110.3434 eV.

Element x y z (Å)
Cu -1.19457 -1.97774 -1.71539
N -1.70334 -0.73934 -0.16237
S -1.79711 -0.92008 1.40740
O -2.99163 -1.54159 1.87734
O -1.28851 0.15046 2.18982
F -0.68646 -2.04433 1.61320
S -2.73250 0.63510 -0.25835
O -1.98388 1.82959 -0.06398
O -4.04534 0.51503 0.24188
F -2.87984 0.61914 -1.83836
O -2.99645 -2.28276 -2.60153
H -3.44027 -1.50998 -2.96731
C -0.28954 -5.41231 2.69881
C 1.20951 -5.22998 2.52876
C 1.81425 -6.47666 1.92868
O 1.40207 -4.15751 1.55901
H -0.80863 -4.56389 3.13969
H -0.50261 -6.35650 3.19777
H -0.75808 -5.51805 1.71354
H 1.58792 -4.85423 3.48159
H 2.88207 -6.41698 1.70557
H 1.33162 -6.78873 1.00428
H 1.69669 -7.25616 2.68915
H 2.35152 -3.99536 1.55655
C 0.32020 4.83342 5.65394
C -0.57875 4.31175 4.52587
C -0.77278 2.82448 4.55220
O -1.84630 4.95468 4.71372
H 1.31669 4.38797 5.60120
H -0.15807 4.74081 6.62630
H 0.50522 5.89924 5.47775
H -0.19854 4.66390 3.56193
H 0.14989 2.23774 4.57325
H -1.24957 2.53114 3.61536
H -1.31123 2.44783 5.42261
H -1.78145 5.91193 4.72490
O -1.74157 -3.75436 -0.35145
H -2.70169 -3.85057 -0.35341
H -1.40365 -4.56657 0.03738
O -4.92890 -3.67605 1.94805
H -4.29011 -3.02474 2.26831
H -4.89382 -3.59156 0.99173
O 0.94240 -2.28845 -0.63987
H 0.80288 -2.71819 0.22225
H 1.88836 -2.34902 -0.79954
O -1.79564 4.63829 0.07112
H -2.00417 3.71533 -0.13339
H -2.64038 5.09488 0.03287
C -0.22407 1.20880 -3.21876
C -0.57714 0.03874 -4.13338
C -0.02720 0.17442 -5.53408
O -0.39209 -1.02971 -6.18492
C -0.10450 -1.14118 -7.56775
N 0.01845 -1.13204 -3.40315
H -0.50475 2.19807 -3.59303
H 0.86809 1.31536 -3.22366
H -0.59948 1.11619 -2.20624
H -1.65588 -0.10957 -4.15308
H 1.04806 0.38855 -5.52584
H -0.59109 0.96114 -6.04955
H 0.63228 -1.93729 -7.67978
H 0.36269 -0.23136 -7.95883
H -1.01228 -1.31241 -8.14259
H 0.95985 -0.80721 -3.17506
H 0.21074 -1.84832 -4.10674
C 1.39555 1.41813 0.69034
C 2.26478 1.71347 -0.54824
C 3.31072 2.74657 -0.29176
O 2.65603 3.95665 0.06202
C 3.51451 5.06680 0.00863
N 2.82733 0.45229 -1.06039
H 0.76314 2.26598 0.95125
H 2.02525 1.18785 1.55548
H 0.75149 0.57195 0.45398
H 1.53454 2.05915 -1.28438
H 3.90120 2.96506 -1.19232
H 4.00538 2.45371 0.51077
H 4.24714 5.05351 0.81901
H 2.88538 5.94151 0.20426
H 3.87962 5.28583 -0.99971
H 2.18149 -0.28762 -0.80289
H 3.63883 0.21593 -0.48846

Cartesian forces (eV/Å) of the 3 atoms listed first:
-0.975 -0.030 -1.252
-1.943 2.381 0.383
1.074 -2.324 3.211

4.
Below is C2H3OPS2 in the gas phase at a distorted geometry, with properties calculated with ωB97M-V with the def2-TZVPD basis set.

For the HOMO energy (alpha / beta), the calculation gives -8.8 / -8.8 eV. For the orbital gap (alpha / beta), the calculation gives 6.661 / 6.658 eV. Its multiplicity is 1. The total energy is -35125.0425 eV. As for the relative energy (zero: lowest compared OMol25 entry of this formula, charge and spin): 87.1 kcal/mol.

Element x y z (Å)
C 0.54866 1.28633 1.07005
C 0.28405 -0.09940 1.62619
O 1.06102 0.28010 -1.10563
P 0.27693 -0.96597 -1.20299
S -0.10442 -1.47369 0.91167
S -1.81668 -0.40622 -1.55329
H 1.01172 2.13409 1.46249
H 0.96743 0.98356 0.20207
H -2.22871 -1.73879 -1.41057

Cartesian forces (eV/Å) of the 3 atoms listed first:
-2.813 -6.160 6.510
0.996 7.027 -3.327
0.810 0.339 -1.933

5.
Below is a gas-phase ion, C6H9N2O2S (charge +1) at a distorted geometry, with properties calculated with ωB97M-V with the def2-TZVPD basis set.

As for the charge: +1. For the HOMO energy (alpha / beta), the calculation gives -11.8 / -11.8 eV. For the orbital gap (alpha / beta), the calculation gives 5.764 / 5.765 eV. Its multiplicity is 1. The total energy is -24263.9444 eV. As for the relative energy (zero: lowest compared OMol25 entry of this formula, charge and spin): 144.7 kcal/mol.

Element x y z (Å)
C -0.06545 1.08915 -1.63478
C -0.73626 2.13498 -2.06158
C -2.00988 0.72314 -0.58850
C 0.85641 -1.55442 -0.37902
C 1.28964 -1.90994 1.10324
C 1.01787 -0.14774 2.56481
N -0.42973 -0.93153 -0.27437
N -0.77810 0.25892 -0.77499
O -2.30203 3.26822 -0.43460
O 1.73258 -0.82243 1.79960
S -2.37583 2.18870 -1.43918
H 1.04364 0.84497 -1.88548
H -0.50739 2.92314 -2.71617
H -2.72245 0.24089 0.02302
H 1.61891 -1.09277 -1.09214
H 0.69739 -2.54963 -0.84569
H 0.38011 -2.35252 1.62649
H 2.05747 -2.75538 1.09698
H 1.36018 0.78477 2.98126
H -0.12710 -0.34051 2.93110

Cartesian forces (eV/Å) of the 3 atoms listed first:
4.041 0.494 -1.822
-0.301 -0.662 -0.265
1.064 -0.667 -0.201

6.
Below is 2 unconnected molecules or ions with the total composition C5H15NO at a distorted geometry, with properties calculated with ωB97M-V with the def2-TZVPD basis set.

For the HOMO energy, the calculation gives -8.2 eV. For the orbital gap, the calculation gives 9.140 eV. Its multiplicity is 1. The total energy is -8963.5397 eV. As for the relative energy (zero: lowest compared OMol25 entry of this formula, charge and spin): 65.0 kcal/mol.

Element x y z (Å)
C -1.16516 -1.24310 -0.59737
C 0.31183 -1.54470 -1.06142
N 1.23198 -1.02711 0.02817
C 2.35615 -0.45773 -0.70758
C 0.67330 -0.09619 1.22214
C 1.63986 -0.22736 2.39768
H -1.93212 -1.46917 -1.38890
H -1.38078 -2.11633 0.04587
H -1.19862 -0.30069 -0.08147
H 0.47773 -0.86631 -1.95170
H 0.37713 -2.65403 -1.05486
H 3.18660 -0.28236 -0.00341
H 2.16835 0.56979 -1.21856
H 2.59551 -1.22709 -1.43614
H -0.16322 -0.73438 1.56940
H 0.48070 0.90084 0.85612
H 2.54551 0.40026 2.57782
H 2.14938 -1.18965 2.50500
H 1.00691 -0.27540 3.28720
O -5.17106 4.38289 -1.96903
H -4.38995 4.89780 -1.75258
H -5.80005 4.56001 -1.26638

Cartesian forces (eV/Å) of the 3 atoms listed first:
0.228 -2.850 -1.036
-1.932 2.293 1.947
-0.447 1.083 0.181